# 1
A cluster of 2 separate species, C6H12OS2 in total, computed with ωB97M-V with the def2-TZVPD basis set.

ORCA input file:
```
! RIJCOSX wB97M-V def2-TZVPD def2/J DEFGRID3
* xyz 0 1
C 0.3117 1.6344 -0.7942
C 0.5221 0.1308 -1.0755
C -1.1851 1.7107 -0.7006
C -0.3705 -0.5173 -0.0339
C 0.4216 0.6654 3.0216
C 0.8383 -2.8172 -0.7800
O -2.9280 -0.2135 0.0418
S -0.0876 -2.0352 0.5832
S -1.7448 0.4803 0.5719
H 0.7280 1.9373 0.2107
H 0.6659 2.2242 -1.5554
H 0.2680 -0.0521 -2.0741
H 1.5176 -0.1427 -0.9251
H -1.7202 2.6139 -0.6038
H -1.6738 1.4259 -1.6751
H 0.1295 -0.2065 2.4913
H 1.1752 0.6151 3.7461
H 0.0016 1.6027 2.7239
H 0.4778 -2.4383 -1.7804
H 0.6350 -3.8867 -0.4957
H 2.0177 -2.7313 -0.8966
*
```

Properties
HOMO (alpha / beta): -8.8 / -7.1 eV
Kohn-Sham gap (alpha / beta): 8.70 / 7.07 eV
Relative energy (zero: lowest compared OMol25 entry of this formula, charge and spin): 5.551 eV

***

# 2
A cluster of 2 separate species, C6H12P in total, computed with ωB97M-V with the def2-TZVPD basis set.

ORCA input file:
```
! RIJCOSX wB97M-V def2-TZVPD def2/J DEFGRID3
* xyz 1 1
C 0.0795 -0.6742 -1.2476
C -1.0314 -0.5120 -0.6880
C -2.4334 1.0925 0.6060
C 2.4524 1.7770 -0.0606
C 1.7442 -1.9131 0.4835
C -2.3457 -0.2821 -0.2232
P 0.7292 -0.3682 0.3974
H 0.3312 -1.1698 -2.1939
H -2.5437 0.8633 1.7370
H -3.1663 1.8830 0.3981
H -1.4239 1.4480 0.4595
H 2.7081 1.4961 -1.0333
H 3.2514 1.9446 0.6674
H 1.4765 2.3237 0.0027
H 1.0868 -2.8773 0.4388
H 2.3364 -1.6763 1.4471
H 2.4433 -2.1305 -0.4384
H -2.8855 -0.2099 -1.1940
H -2.8090 -1.0148 0.4418
*
```

Properties
HOMO (alpha / beta): -13.1 / -13.0 eV
Kohn-Sham gap (alpha / beta): 7.19 / 7.81 eV
Relative energy (zero: lowest compared OMol25 entry of this formula, charge and spin): 5.858 eV

***

# 3
A cluster of 2 separate species, C6H12S2Si in total, computed with ωB97M-V with the def2-TZVPD basis set.

ORCA input file:
```
! RIJCOSX wB97M-V def2-TZVPD def2/J DEFGRID3
* xyz 0 1
C -2.5952 -1.1975 0.3341
C -3.4896 -1.4514 -0.6660
C -2.5472 0.1656 0.8520
C 2.0493 -0.7330 -1.1678
C 1.3631 -0.2109 1.7758
C 1.6164 2.1989 -0.2440
Si 0.9307 0.3546 -0.0533
S -4.4205 -0.1738 -1.3367
S -3.4570 1.2068 0.0592
H -1.9915 -2.0444 0.6155
H -3.7105 -2.4379 -1.0741
H -0.5387 0.6944 -0.4593
H 1.4564 -1.2910 -1.8680
H 2.8870 -0.0965 -1.6191
H 2.5875 -1.5274 -0.6213
H 0.9443 -1.2759 1.9765
H 2.4127 -0.3266 1.7886
H 1.2236 0.4819 2.6094
H 0.9865 3.0870 -0.1446
H 2.3668 2.3792 0.5323
H 1.9260 2.1980 -1.2893
*
```

Properties
HOMO: -8.8 eV
Kohn-Sham gap: 8.60 eV
Relative energy (zero: lowest compared OMol25 entry of this formula, charge and spin): 1.558 eV

***

# 4
A cluster of 2 separate species, C6H12Si3 in total, computed with ωB97M-V with the def2-TZVPD basis set.

ORCA input file:
```
! RIJCOSX wB97M-V def2-TZVPD def2/J DEFGRID3
* xyz 0 1
C 0.2525 3.3015 -0.4311
C 1.0072 2.1980 -0.7329
C -0.7539 3.2213 0.6139
C 0.8494 1.0591 0.0636
C -0.9466 2.0451 1.3073
C -0.1500 0.9111 0.9982
Si 0.4872 -3.8968 -1.1817
Si -0.2477 -0.8134 1.8335
Si -1.0086 -2.1443 -1.1365
H 0.4394 4.1961 -0.9348
H 1.6331 2.1764 -1.6496
H -1.1167 4.1542 0.9174
H 1.4273 0.1870 -0.0297
H -1.5909 2.1128 2.1008
H 1.4175 -3.6824 -0.0640
H 1.4375 -4.3796 -2.2127
H -0.1179 -5.2498 -1.2033
H 0.8886 -1.3955 2.3361
H -1.2928 -0.8741 2.9118
H -2.3455 -2.2632 -1.6991
H -0.2687 -0.8635 -1.8070
*
```

Properties
HOMO: -7.8 eV
Kohn-Sham gap: 6.90 eV

***

# 5
A structure of composition C6H13AgN4S, computed with ωB97M-V with the def2-TZVPD basis set.

ORCA input file:
```
! RIJCOSX wB97M-V def2-TZVPD def2/J DEFGRID3
* xyz 0 1
Ag 0.0049 -0.0414 0.0223
S 0.0548 -0.0548 4.7570
C -0.0613 -0.1068 3.1698
N -0.1649 -0.1511 2.0003
C -2.6556 0.2879 -1.6227
N -2.0837 -0.0346 -2.9184
C -2.7986 -1.0987 -3.6175
C -0.7222 0.0560 -3.0913
N 0.0974 0.1353 -2.0896
N -0.2878 0.0512 -4.3910
C 1.1141 -0.1656 -4.6808
C -1.0498 0.6869 -5.4555
H -3.7237 0.4531 -1.7590
H -2.2113 1.2035 -1.2385
H -2.5182 -0.5114 -0.8864
H -2.8324 -2.0069 -3.0058
H -2.3144 -1.3375 -4.5582
H -3.8210 -0.7803 -3.8213
H 1.0343 0.3631 -2.3929
H 1.7166 0.7435 -4.5680
H 1.2027 -0.5073 -5.7109
H 1.5183 -0.9422 -4.0320
H -1.9846 1.0745 -5.0638
H -1.2645 -0.0162 -6.2641
H -0.4792 1.5226 -5.8696
*
```

Properties
HOMO: -7.4 eV
Kohn-Sham gap: 7.46 eV
Relative energy (zero: lowest compared OMol25 entry of this formula, charge and spin): 0.037 eV

***

Q: Which formula does entry 2 have?
A: C6H12P